Record 1
{"formula": "C12H10BrIN3O3OsSSe", "method": "the ωB97M-V functional and the def2-TZVPD basis", "symbols": ["Os", "N", "C", "C", "O", "N", "C", "C", "O", "O", "H", "H", "H", "H", "H", "H", "S", "C", "Br", "C", "C", "C", "C", "C", "C", "I", "H", "H", "H", "H", "Se", "C", "N"], "xyz": [[0.18993, 0.67599, 1.03527], [2.21857, 0.22581, 0.35248], [3.10156, -0.17971, 1.46818], [2.27071, -0.76880, 2.60092], [2.71303, -1.62176, 3.34852], [1.07780, -0.14345, 2.67121], [0.17758, -0.36357, 3.79280], [-1.16024, -0.71378, 3.20358], [-1.99141, -1.41118, 3.71651], [-1.36800, -0.12518, 2.00434], [2.07626, -0.55953, -0.27864], [2.61563, 0.98940, -0.18553], [3.60356, 0.70405, 1.85969], [3.85563, -0.90198, 1.16181], [0.00962, 0.58941, 4.30993], [0.52929, -1.10532, 4.50242], [-0.47752, 2.35501, -1.87386], [-0.14069, 1.43995, -0.69949], [1.37936, -1.04306, -3.13679], [-0.50798, -0.89815, -3.12151], [-1.11313, -0.30468, -4.21951], [-2.49435, -0.21849, -4.28262], [-3.27191, -0.72940, -3.25430], [-2.66767, -1.29599, -2.14351], [-1.28228, -1.37016, -2.06944], [-0.45827, -2.16471, -0.34124], [-0.49852, 0.09096, -5.01626], [-2.95912, 0.24514, -5.14243], [-4.35135, -0.68831, -3.30945], [-3.26784, -1.67726, -1.32867], [-0.38940, 2.71827, 2.16455], [0.89050, 3.79866, 1.36195], [1.69067, 4.45181, 0.84909]], "atomic_forces_ev_per_a": [[1.8, -1.5, -1.1], [-0.2, 0.5, 0.1], [0.1, -0.2, 0.1], [0.1, 0.2, 0.2], [0.0, 0.1, 0.0], [-0.6, -0.1, 0.8], [0.2, -0.1, -0.2], [-0.4, 0.1, -0.3], [0.0, 0.1, -0.1], [-0.8, 0.4, 0.0], [0.1, 0.1, -0.2], [0.1, 0.0, -0.1], [0.0, 0.0, 0.0], [0.0, 0.0, -0.2], [0.2, 0.0, 0.1], [0.0, -0.1, -0.1], [0.3, 0.1, -0.8], [-1.5, 0.2, 1.8], [0.0, 0.1, 0.1], [0.0, 0.0, 0.0], [0.0, 0.0, 0.0], [0.0, 0.0, 0.0], [0.0, 0.0, 0.0], [0.0, 0.1, 0.0], [0.0, 0.0, -0.1], [0.2, 0.0, 0.2], [0.0, 0.0, 0.0], [0.0, 0.0, 0.0], [0.0, 0.0, 0.0], [0.0, 0.0, 0.0], [0.4, 0.3, -0.2], [-0.3, 0.0, 0.0], [0.0, -0.1, 0.0]], "energy_ev": -180009.9493, "orbital_gap_ev": [7.02, 6.28], "spin_multiplicity": 2, "s2": 0.7620, "e_lumo_ha": [-0.054, -0.075]}

***

Record 2
{"formula": "C12H10BrN3PdSe4Te", "method": "the ωB97M-V functional and the def2-TZVPD basis", "symbols": ["Pd", "C", "C", "C", "C", "C", "Br", "N", "C", "H", "H", "H", "H", "H", "H", "Se", "Se", "Te", "Se", "Se", "N", "C", "C", "C", "C", "C", "C", "N", "H", "H", "H", "H"], "xyz": [[-1.15759, -0.20644, 0.21485], [-1.15024, 5.83489, -0.09644], [-0.52338, 4.51111, -0.42614], [0.83500, 4.36942, -0.67337], [1.36788, 3.11965, -0.95818], [0.48910, 2.05989, -0.97145], [1.11453, 0.25493, -1.21648], [-0.80533, 2.15822, -0.76589], [-1.30157, 3.35757, -0.49795], [-0.39402, 6.60976, 0.01501], [-1.71820, 5.77296, 0.83193], [-1.83855, 6.13678, -0.88747], [1.49215, 5.22956, -0.63612], [2.42295, 2.97263, -1.13784], [-2.37249, 3.39577, -0.32527], [-2.45265, -0.47547, -1.88168], [-3.63436, -0.40526, 0.04717], [-2.33052, 0.28593, 2.43781], [0.10380, 0.52476, 2.31151], [-2.23232, -3.78876, -0.46630], [-1.01979, -2.75634, 0.29746], [0.10211, -3.46162, 0.38918], [1.31931, -2.98191, 0.94037], [2.38886, -3.82237, 0.96657], [2.30957, -5.15606, 0.46760], [1.16259, -5.65389, -0.06606], [0.01939, -4.81190, -0.12504], [-1.16456, -5.16344, -0.60665], [1.36159, -1.97461, 1.33446], [3.32747, -3.48134, 1.38470], [3.18893, -5.78433, 0.52917], [1.09034, -6.67011, -0.42948]], "atomic_forces_ev_per_a": [[0.6, -0.1, -0.6], [0.0, 0.0, 0.0], [0.0, 0.0, 0.0], [0.0, -0.1, 0.0], [0.2, -0.1, 0.0], [-0.2, 0.1, 0.0], [0.0, 0.2, 0.0], [0.5, 0.0, 0.0], [0.0, 0.1, 0.0], [0.0, 0.0, 0.0], [0.0, 0.0, 0.0], [0.0, 0.0, 0.0], [0.0, 0.0, 0.0], [0.0, 0.0, 0.0], [0.0, 0.0, 0.0], [0.0, 0.0, 0.0], [-0.9, -0.4, -0.6], [-0.1, 0.6, 1.4], [-0.1, -0.3, -0.2], [-0.2, 0.2, 0.1], [0.4, 0.0, 0.0], [-0.5, -0.2, -0.2], [0.4, 0.0, 0.1], [-0.1, 0.3, 0.1], [-0.1, -0.3, -0.1], [0.3, -0.1, 0.1], [-0.2, 0.3, 0.1], [0.3, -0.4, -0.1], [0.0, 0.0, 0.0], [0.0, 0.0, 0.0], [0.0, 0.0, 0.0], [0.0, 0.0, 0.0]], "energy_ev": -359276.7555, "orbital_gap_ev": 5.06, "e_lumo_ha": -0.068}

***

Record 3
{"formula": "C12H10BrNNaO2", "method": "the ωB97M-V functional and the def2-TZVPD basis", "symbols": ["Na", "Br", "C", "C", "C", "C", "C", "C", "C", "C", "C", "C", "H", "H", "H", "H", "H", "H", "N", "C", "C", "O", "O", "H", "H", "H", "H"], "xyz": [[0.20638, 0.39077, -2.04321], [-2.71847, 0.98892, -1.12906], [-2.54478, 0.47323, 0.70485], [-3.67718, 0.58216, 1.46011], [-3.64787, 0.22773, 2.82249], [-2.48432, -0.22065, 3.37342], [-1.30549, -0.33498, 2.59498], [-0.11080, -0.80061, 3.19218], [1.02035, -0.90628, 2.43556], [0.99445, -0.55538, 1.06722], [-0.11905, -0.09270, 0.38909], [-1.29348, 0.01253, 1.20838], [-4.59295, 0.94077, 1.01008], [-4.54921, 0.31603, 3.41624], [-2.43866, -0.49847, 4.42112], [-0.11711, -1.06479, 4.24433], [1.94397, -1.26121, 2.88352], [1.93765, -0.66842, 0.53215], [2.75143, 0.04262, -2.38109], [2.89514, -0.08100, -3.84149], [1.89056, 0.87013, -4.54782], [2.32553, 1.67247, -5.37945], [0.69862, 0.71632, -4.15603], [3.13872, 0.92598, -2.06864], [3.26367, -0.68720, -1.90156], [2.62124, -1.10401, -4.11007], [3.91167, 0.11603, -4.19730]], "atomic_forces_ev_per_a": [[0.1, -0.1, 0.1], [0.0, 0.0, 0.0], [0.0, 0.0, 0.1], [-0.1, 0.1, -0.1], [0.1, 0.0, 0.1], [0.0, 0.0, 0.0], [0.0, 0.0, 0.1], [0.1, 0.0, 0.0], [0.0, 0.0, 0.0], [0.1, 0.0, -0.1], [-0.1, 0.1, -0.1], [0.1, 0.0, 0.0], [0.0, 0.0, 0.0], [0.0, 0.0, 0.0], [0.0, 0.0, 0.0], [0.0, 0.0, 0.0], [0.0, 0.0, 0.0], [0.0, 0.0, 0.0], [0.0, 0.0, 0.1], [0.0, 0.1, -0.1], [0.0, -0.1, 0.2], [0.1, -0.1, -0.1], [-0.2, 0.1, -0.1], [0.0, 0.0, 0.0], [0.0, 0.0, 0.0], [0.0, 0.0, 0.0], [0.0, 0.0, 0.0]], "energy_ev": -92652.7368, "charge": -1, "orbital_gap_ev": 6.77, "e_lumo_ha": 0.088}

***

Record 4
{"formula": "C12H10Cl2F5N4O5ReSTe", "method": "the ωB97M-V functional and the def2-TZVPD basis", "symbols": ["Re", "N", "C", "C", "C", "C", "C", "C", "S", "O", "O", "N", "C", "N", "C", "C", "C", "N", "H", "H", "H", "H", "H", "H", "H", "H", "H", "Cl", "C", "Cl", "C", "O", "O", "H", "F", "Te", "F", "F", "F", "F", "O"], "xyz": [[-0.28945, -1.77816, -1.17717], [-1.74951, 5.67968, 1.99181], [-1.59628, 4.33721, 1.87487], [-2.35952, 3.61223, 0.94086], [-2.21662, 2.25141, 0.83228], [-1.30401, 1.58839, 1.65825], [-0.52611, 2.29275, 2.57906], [-0.67471, 3.65393, 2.68507], [-1.10057, -0.10081, 1.53048], [-0.41134, -0.60829, 2.66819], [-2.29082, -0.74147, 1.02592], [-0.09126, -0.33841, 0.18609], [1.23081, -0.05950, -0.01431], [2.00818, 0.78429, 0.61422], [3.25450, 0.83886, 0.13716], [3.71510, 0.07797, -0.93698], [2.83336, -0.79161, -1.53403], [1.58754, -0.85342, -1.05464], [-2.42470, 6.17449, 1.43923], [-1.23241, 6.20118, 2.67536], [-3.07018, 4.13576, 0.31407], [-2.81837, 1.69285, 0.12810], [0.17497, 1.76189, 3.20773], [-0.08463, 4.20864, 3.40344], [3.91868, 1.53062, 0.64083], [4.73295, 0.15571, -1.28540], [3.09328, -1.43886, -2.35914], [-2.65210, -2.45450, -1.26740], [-2.23413, -2.57564, -3.03473], [-0.66981, -3.47944, -3.03974], [-1.88556, -1.14319, -3.46880], [-2.42497, -0.63734, -4.39909], [-0.95425, -0.63196, -2.67934], [-3.00413, -3.09364, -3.59451], [2.97320, -5.47435, -0.43373], [1.61717, -4.31957, -0.04200], [1.40100, -5.13481, 1.56647], [1.90545, -3.57604, -1.74942], [0.47307, -5.49386, -0.86927], [2.88691, -3.15888, 0.58844], [0.25931, -3.09412, 0.25178]], "atomic_forces_ev_per_a": [[0.9, 0.4, 1.0], [0.0, -0.1, 0.0], [0.0, 0.2, 0.0], [0.0, 0.0, -0.1], [0.0, 0.0, 0.1], [0.0, 0.2, -0.1], [-0.1, 0.1, 0.0], [0.1, 0.0, 0.1], [0.0, -0.4, 0.0], [0.0, 0.0, 0.0], [0.1, 0.1, 0.1], [-0.1, 0.2, -0.2], [-0.4, -0.1, 0.1], [0.2, 0.0, 0.0], [-0.1, 0.0, 0.1], [0.1, 0.0, 0.0], [0.0, 0.0, 0.0], [-0.1, -0.1, -0.3], [0.0, 0.0, 0.0], [0.0, 0.0, 0.0], [0.0, 0.0, 0.0], [0.0, 0.0, 0.0], [0.0, 0.0, 0.0], [0.0, 0.0, 0.0], [0.0, 0.0, 0.0], [0.0, 0.0, 0.0], [0.0, 0.0, 0.0], [-0.4, -0.3, -0.2], [0.1, -0.1, 0.2], [-0.2, -0.3, -0.3], [0.1, 0.3, 0.0], [0.0, 0.0, 0.0], [-0.1, 0.0, -0.1], [0.0, 0.0, 0.0], [0.2, -0.2, 0.0], [-0.3, 0.0, -0.1], [-0.1, 0.0, 0.3], [0.1, 0.1, -0.3], [-0.3, -0.3, -0.1], [0.3, 0.3, 0.3], [-0.1, 0.1, -0.6]], "energy_ev": -87688.2397, "charge": 1, "orbital_gap_ev": [6.99, 5.20], "spin_multiplicity": 4, "s2": 3.7662, "e_lumo_ha": [-0.150, -0.216]}

***

Record 5
{"formula": "C12H10Cl5FeIN3O4", "method": "the ωB97M-V functional and the def2-TZVPD basis", "symbols": ["Fe", "N", "C", "C", "O", "N", "C", "C", "O", "O", "H", "H", "H", "H", "H", "H", "Cl", "C", "C", "C", "Cl", "C", "Cl", "C", "Cl", "C", "Cl", "N", "C", "O", "C", "I", "H", "H", "H", "H"], "xyz": [[0.32178, -0.33353, 0.61323], [-0.69801, -2.52947, 0.33413], [0.45631, -3.37615, 0.05877], [1.62004, -2.96805, 0.96528], [2.41005, -3.76598, 1.42387], [1.65947, -1.62577, 1.16053], [2.46960, -1.13838, 2.21405], [1.46189, -0.38695, 3.21787], [1.68651, -0.39286, 4.39614], [0.51655, 0.14418, 2.56815], [-1.16079, -2.83129, 1.18651], [-1.36803, -2.57907, -0.43331], [0.77962, -3.21028, -0.97007], [0.26056, -4.44556, 0.19812], [3.15533, -0.35255, 1.88677], [3.01107, -1.93735, 2.72762], [1.97440, 1.81645, -0.01697], [0.37140, 2.41274, 0.15465], [-0.56561, 1.43892, 0.45801], [-1.85336, 1.86149, 0.74066], [-2.99211, 0.66097, 1.19308], [-2.21287, 3.20588, 0.65002], [-3.80745, 3.70355, 1.02020], [-1.26022, 4.15219, 0.25986], [-1.71070, 5.79230, 0.08075], [0.05812, 3.75716, 0.02034], [1.26003, 4.89187, -0.41883], [0.44402, 0.10101, -3.68117], [-0.13022, -0.08249, -2.46545], [0.61384, -0.45451, -1.50284], [-1.51282, 0.11876, -2.35023], [-2.53040, -2.50770, -2.85943], [1.42160, -0.09398, -3.80295], [-0.11886, 0.29175, -4.48787], [-2.06377, 0.55461, -3.16230], [-1.96698, 0.10810, -1.37723]], "atomic_forces_ev_per_a": [[-0.5, -0.1, -0.9], [0.2, 1.0, 0.4], [0.4, -0.3, 0.3], [-0.7, -2.0, -1.0], [0.0, 0.4, 0.1], [1.1, 1.5, 1.1], [0.3, -0.7, 0.2], [1.1, -0.8, 0.5], [0.0, 0.0, -0.4], [-1.6, 0.7, -1.7], [-0.1, 0.0, -0.1], [-0.1, 0.1, -0.2], [-0.1, 0.0, -0.1], [0.1, 0.2, -0.1], [-0.1, 0.1, 0.0], [-0.1, 0.2, -0.1], [0.7, 0.1, -0.1], [-0.4, -0.4, 0.0], [0.0, 0.8, 0.1], [0.2, -0.4, 0.0], [-0.3, -0.2, 0.1], [0.2, 0.0, -0.1], [-0.1, -0.1, 0.0], [0.1, -0.2, 0.0], [0.0, 0.1, 0.0], [-0.2, -0.1, 0.1], [0.1, 0.0, 0.0], [0.3, 0.0, 0.4], [-0.9, 0.3, -0.5], [0.5, -0.3, 1.9], [-0.1, -0.2, 0.0], [0.2, 0.2, 0.1], [0.0, -0.1, 0.0], [-0.1, -0.1, 0.0], [-0.1, 0.1, -0.1], [-0.1, 0.0, 0.1]], "energy_ev": -130364.9416, "orbital_gap_ev": [4.34, 4.50], "spin_multiplicity": 6, "s2": 8.9348, "e_lumo_ha": [-0.110, -0.142]}

***

Record 6
{"formula": "C12H10ClN5O2", "method": "the ωB97M-V functional and the def2-TZVPD basis", "symbols": ["C", "N", "C", "O", "N", "C", "C", "C", "Cl", "N", "C", "N", "C", "C", "C", "C", "C", "C", "O", "N", "H", "H", "H", "H", "H", "H", "H", "H", "H", "H"], "xyz": [[1.23790, 1.86707, 2.37962], [0.94426, 0.61281, 1.66929], [1.79577, -0.46357, 1.62684], [2.77259, -0.49494, 2.37570], [1.72059, -1.52750, 0.76260], [1.50041, -1.52412, -0.57554], [1.22542, -0.42170, -1.34632], [0.97003, -0.64974, -2.67885], [0.77764, 0.70487, -3.72358], [0.86196, -1.88184, -3.19866], [1.17760, -2.91163, -2.37773], [1.50687, -2.72424, -1.08049], [-0.34221, 0.49687, 1.06817], [-1.14302, -0.62792, 1.30409], [-2.33632, -0.74586, 0.63477], [-2.78758, 0.34269, -0.14037], [-2.02805, 1.50505, -0.26462], [-2.58401, 2.64821, -1.04231], [-3.67725, 2.58230, -1.59291], [-0.77619, 1.56817, 0.31593], [0.36539, 2.49304, 2.55533], [1.96084, 2.43965, 1.75211], [1.71520, 1.66592, 3.31679], [2.18712, -2.34058, 1.07635], [1.32192, 0.58938, -0.93291], [1.07493, -3.95102, -2.70932], [-0.76164, -1.44342, 1.92500], [-2.90116, -1.64235, 0.69644], [-3.73539, 0.24269, -0.67175], [-2.04362, 3.59171, -1.12367]], "atomic_forces_ev_per_a": [[1.4, 0.3, -1.1], [-2.0, -0.6, -1.1], [3.0, 1.2, 2.2], [-0.7, 0.3, 0.2], [-1.4, 1.0, -0.3], [-0.8, -0.1, -0.2], [0.4, 1.8, 0.0], [0.0, -1.3, 0.1], [-0.1, -0.1, -0.1], [0.4, -0.5, 0.2], [-0.4, 2.2, 1.2], [-0.1, -2.6, -1.9], [-1.3, 1.9, -1.0], [0.8, -0.3, -0.1], [0.2, 1.7, -0.6], [-0.3, -0.7, -0.1], [1.6, -1.5, 1.4], [-1.6, 0.1, -0.9], [1.4, -0.2, 0.8], [-0.7, -1.1, 0.4], [-0.2, -0.5, -0.3], [-0.5, -0.2, 0.6], [0.3, -0.3, 0.5], [0.5, -0.7, 0.5], [-0.2, -0.5, -0.4], [0.2, 0.6, -0.2], [-0.2, 0.4, -0.1], [-0.5, -0.5, 0.1], [0.3, 0.3, 0.2], [0.6, 0.0, 0.3]], "energy_ev": -36674.1499, "orbital_gap_ev": 8.94, "e_lumo_ha": -0.024}

***

Record 7
{"formula": "C12H10CsN3O5S5", "method": "the ωB97M-V functional and the def2-TZVPD basis", "symbols": ["Cs", "O", "C", "O", "C", "C", "C", "C", "C", "N", "C", "O", "O", "H", "H", "H", "C", "S", "C", "C", "S", "S", "C", "S", "S", "H", "H", "H", "N", "C", "N", "O", "H", "H", "H", "H"], "xyz": [[-0.78969, 0.13460, -0.22791], [2.73390, -2.89689, 1.71386], [1.71984, -2.35248, 1.25378], [1.61977, -1.18889, 0.77312], [0.42363, -3.18279, 1.25693], [0.44798, -4.48829, 1.73121], [-0.73052, -5.21978, 1.71761], [-1.88628, -4.62815, 1.23693], [-1.82796, -3.31512, 0.78156], [-0.69168, -2.61471, 0.79469], [-3.10799, -2.62628, 0.23844], [-4.13410, -3.32671, 0.26001], [-2.95781, -1.44643, -0.15872], [1.38559, -4.88618, 2.09180], [-0.74508, -6.24272, 2.07930], [-2.83966, -5.13591, 1.19598], [1.28332, 4.16787, -2.68549], [0.10636, 4.67291, -3.96334], [-1.13002, 5.43540, -2.99321], [-1.93906, 4.80577, -2.08638], [-1.96959, 3.18188, -1.59025], [-3.06448, 5.92875, -1.30786], [-2.60973, 7.39548, -2.08231], [-3.33298, 8.87254, -1.79718], [-1.32926, 7.16155, -3.18724], [2.08760, 3.64061, -3.20166], [0.80612, 3.49349, -1.97717], [1.68595, 5.04316, -2.17546], [3.70016, 3.06430, -0.05066], [2.79815, 2.02511, 0.22337], [3.35747, 0.91714, 0.75601], [1.60749, 2.17107, -0.01229], [4.47009, 3.14585, 0.59438], [3.21241, 3.93524, -0.19886], [4.34941, 0.79710, 0.64439], [2.78420, 0.04510, 0.78915]], "atomic_forces_ev_per_a": [[0.3, 0.8, -0.2], [0.1, 0.0, 0.0], [0.0, 0.1, 0.0], [0.1, -0.1, 0.0], [0.0, 0.0, 0.0], [-0.1, 0.0, 0.0], [0.0, 0.0, 0.0], [0.0, 0.0, 0.0], [0.0, 0.1, 0.0], [0.0, -0.4, 0.1], [0.0, 0.0, 0.0], [0.0, 0.0, 0.0], [-0.5, -0.5, 0.1], [0.0, 0.0, 0.0], [0.0, 0.0, 0.0], [0.0, 0.0, 0.0], [0.0, 0.0, -0.1], [0.0, 0.0, 0.0], [-0.1, 0.0, 0.0], [0.1, 0.0, 0.0], [-0.2, 0.1, -0.1], [0.0, 0.0, 0.0], [-0.1, 0.0, 0.0], [0.0, 0.0, 0.0], [0.0, 0.0, 0.0], [0.0, 0.0, 0.1], [0.0, 0.0, 0.0], [0.0, 0.0, 0.0], [0.0, 0.1, 0.0], [-0.1, 0.2, 0.0], [0.0, -0.3, -0.1], [0.2, -0.1, 0.0], [0.0, 0.0, 0.0], [0.0, 0.0, 0.0], [0.0, 0.0, 0.0], [-0.1, 0.1, 0.1]], "energy_ev": -82044.2715, "charge": -2, "orbital_gap_ev": 6.09, "e_lumo_ha": 0.144}